1.
Formula: C4H12O3
Source: OMol25
Level of theory: ωB97M-V/def2-TZVPD

Each line ends with the natural charge from an NBO analysis.
CARTESIAN COORDINATES (ANGSTROEM)
1 O 0.38026 -1.03599 -2.32978  -0.72
2 C -0.16016 -0.27501 -1.24768  -0.06
3 C -0.70652 -1.17811 -0.17689  -0.43
4 C -1.20654 -0.48469 1.03436  -0.42
5 C -0.01072 0.27130 1.77772  -0.09
6 O 1.02820 -0.70622 2.27427  -0.72
7 H 0.52022 -0.40291 -3.09950  0.47
8 H 0.64917 0.34103 -0.90644  0.15
9 H -0.99503 0.38219 -1.50017  0.16
10 H 0.10509 -1.85460 0.06908  0.20
11 H -1.42137 -1.88473 -0.65394  0.21
12 H -1.53073 -1.23900 1.79046  0.22
13 H -2.10866 0.09955 0.84011  0.21
14 H -0.60648 0.61444 2.61863  0.18
15 H 0.35804 1.20923 1.28985  0.19
16 H 1.59400 -0.88270 1.49299  0.46
17 O 0.36367 2.75083 -0.91706  -0.93
18 H 1.09767 3.38507 -0.86446  0.47
19 H 0.66466 2.16250 -1.62105  0.46

## Properties
Charge: 0
SMILES string: OCCCCO.O
Energy relative to the best compared isomer or geometry (same formula, charge and spin): 1.338 eV
Spin multiplicity: 1

2.
Formula: C4H12O3
Source: OMol25
Level of theory: ωB97M-V/def2-TZVPD

Each line ends with the natural charge from an NBO analysis.
CARTESIAN COORDINATES (ANGSTROEM)
1 C -0.70038 0.66267 1.89389  -0.66
2 C 0.48389 -0.23375 1.54042  0.76
3 O 1.06854 -0.67608 2.70338  -0.71
4 O 1.40896 0.36698 0.73467  -0.74
5 O -0.00136 -1.40696 0.75234  -0.78
6 H -1.26799 0.89107 0.99631  0.22
7 H -0.31934 1.58148 2.33171  0.23
8 H -1.33537 0.15914 2.61811  0.22
9 H 1.98231 -0.92134 2.50712  0.49
10 H 1.14027 0.19518 -0.23731  0.52
11 H -0.59486 -1.93470 1.29661  0.48
12 C 0.32719 -0.35647 -2.10512  -0.68
13 C -0.76262 0.71204 -2.16034  -0.61
14 H 1.30610 0.08022 -2.30236  0.21
15 H 0.17459 -1.08523 -2.90370  0.22
16 H 0.20843 -0.98472 -1.15607  0.26
17 H -0.61768 1.44802 -1.37087  0.20
18 H -1.74530 0.26655 -2.02425  0.20
19 H -0.75539 1.23589 -3.11455  0.21

## Properties
Charge: 0
SMILES string: CC(O)(O)O.CC
Energy relative to the best compared isomer or geometry (same formula, charge and spin): 0.135 eV
Spin multiplicity: 1